Model i:
Formula: C2H2N4O2
Source: the Open Molecules 2025 dataset
Level of theory: ωB97M-V/def2-TZVPD

**SMILES string**: [H]/N=c1\nnonc1O
**Gap between HOMO and LUMO**: 0.3506 hartree

Cartesian coordinates (Å):
1 C -0.428 0.453 -0.757
2 C 0.401 -0.359 0.178
3 H 0.950 0.494 -2.037
4 H 2.087 -0.887 0.964
5 N -1.602 0.779 -0.428
6 N -1.188 -0.263 1.789
7 N -0.041 -0.719 1.506
8 N 1.600 -0.642 -0.051
9 O 0.151 0.951 -1.906
10 O -1.930 0.193 0.744

Results of the Löwdin charge analysis, in e, for atoms 1 through 6: -0.298 -0.364 0.068 0.150 0.161 0.075

Model ii:
Formula: C2H2N4O2
Source: the Open Molecules 2025 dataset
Level of theory: ωB97M-V/def2-TZVPD

**SMILES string**: [H]/N=c1\nn[nH]oc1=O
**Gap between HOMO and LUMO**: 0.3321 hartree

Cartesian coordinates (Å):
1 C 0.396 0.005 0.774
2 C -0.445 -1.062 0.107
3 H 1.819 0.410 2.291
4 H -1.159 0.660 -2.343
5 N 1.225 -0.370 1.785
6 N 0.711 1.227 0.063
7 N -0.014 1.395 -0.990
8 N -0.889 0.614 -1.430
9 O -1.133 -0.763 -1.073
10 O -0.510 -2.117 0.815

Results of the Löwdin charge analysis, in e, for atoms 1 through 6: -0.287 -0.317 0.106 0.124 0.144 0.058

Model iii:
Formula: C2H2N4O2
Source: the Open Molecules 2025 dataset
Level of theory: ωB97M-V/def2-TZVPD

**SMILES string**: [H]/N=C\n1nnoc1=O
**Gap between HOMO and LUMO**: 0.3913 hartree

Cartesian coordinates (Å):
1 C -1.236 -0.757 0.078
2 C 0.654 0.892 -0.163
3 H -1.591 1.038 -0.226
4 H -1.417 -1.827 0.352
5 N -2.172 0.041 0.107
6 N 0.270 -0.427 -0.131
7 N 1.250 -1.207 -0.154
8 N 2.334 -0.532 -0.041
9 O 1.965 0.896 0.319
10 O -0.056 1.882 -0.141

Results of the Löwdin charge analysis, in e, for atoms 1 through 6: -0.186 -0.467 0.143 0.125 0.118 -0.046

Model iv:
Formula: C2H2N4O2
Source: the Open Molecules 2025 dataset
Level of theory: ωB97M-V/def2-TZVPD

**Gap between HOMO and LUMO**: 0.3031 hartree

Cartesian coordinates (Å):
1 C -0.481 -0.295 -0.492
2 C 1.339 1.233 0.636
3 H -1.555 -1.892 0.449
4 H 2.259 1.681 0.874
5 N -1.222 -1.025 -1.255
6 N -0.164 1.012 -0.937
7 N 0.598 1.799 -0.451
8 N 0.981 0.190 1.207
9 O -1.650 -2.173 -0.767
10 O -0.105 -0.529 0.737

Results of the Löwdin charge analysis, in e, for atoms 1 through 6: -0.435 -0.138 0.265 0.107 -0.004 0.085

Short version: model iv is the least stable of them.

Model i:
Formula: C2H2N4O2
Source: the Open Molecules 2025 dataset
Level of theory: ωB97M-V/def2-TZVPD

**SMILES string**: O=c1ncn(O)nn1
**Gap between HOMO and LUMO**: 0.3427 hartree

Cartesian coordinates (Å):
1 C -0.165 -0.938 -0.389
2 C 1.643 0.131 0.061
3 H -2.296 0.065 1.355
4 H -1.119 -1.603 -0.934
5 N -0.611 0.306 0.345
6 N 0.966 -1.078 -0.532
7 N 1.154 1.447 -0.558
8 N -0.094 1.494 -0.343
9 O -2.084 0.165 0.285
10 O 2.605 0.011 0.709

Results of the Löwdin charge analysis, in e, for atoms 1 through 6: -0.236 -0.445 0.192 0.207 -0.136 0.165

Model ii:
Formula: C2H2N4O2
Source: the Open Molecules 2025 dataset
Level of theory: ωB97M-V/def2-TZVPD

**SMILES string**: O=c1cnnnn1O
**Gap between HOMO and LUMO**: 0.3307 hartree

Cartesian coordinates (Å):
1 C 0.919 1.068 -0.039
2 C -0.431 0.556 0.039
3 H -2.189 -0.335 0.074
4 H 0.838 2.154 -0.300
5 N -0.401 -0.911 -0.155
6 N 0.730 -1.633 0.148
7 N 1.837 -0.980 0.275
8 N 1.919 0.360 -0.178
9 O -1.707 -1.419 -0.110
10 O -1.515 1.138 0.247

Results of the Löwdin charge analysis, in e, for atoms 1 through 6: -0.100 -0.328 0.215 0.145 -0.113 0.089

Short version: model i is the least stable of them.

Model i:
Formula: C2H2N4O2
Source: the Open Molecules 2025 dataset
Level of theory: ωB97M-V/def2-TZVPD

**SMILES string**: O/N=c1\nnnco1
**Gap between HOMO and LUMO**: 0.2914 hartree

Cartesian coordinates (Å):
1 C -0.548 0.362 -0.054
2 C 1.727 0.780 0.089
3 H -3.403 0.092 0.137
4 H 2.462 1.654 0.331
5 N -1.709 0.681 0.383
6 N -0.095 -0.972 0.000
7 N 1.139 -1.303 0.008
8 N 2.143 -0.505 0.056
9 O -2.553 -0.484 -0.168
10 O 0.493 1.246 -0.307

Results of the Löwdin charge analysis, in e, for atoms 1 through 6: -0.397 -0.069 0.153 0.166 0.106 0.104

Model ii:
Formula: C2H2N4O2
Source: the Open Molecules 2025 dataset
Level of theory: ωB97M-V/def2-TZVPD

**SMILES string**: [H]/N=c1\nc(O)nno1
**Gap between HOMO and LUMO**: 0.3444 hartree

Cartesian coordinates (Å):
1 C -0.260 1.015 0.045
2 C 0.417 -1.001 -0.084
3 H 0.083 2.235 1.631
4 H 1.935 -1.585 0.244
5 N -1.238 0.803 -1.031
6 N -1.593 -0.433 -1.133
7 N 1.047 -2.036 -0.104
8 N 0.631 0.204 0.556
9 O -0.237 2.181 0.547
10 O -0.783 -1.383 -0.671

Results of the Löwdin charge analysis, in e, for atoms 1 through 6: -0.471 -0.564 0.272 0.097 0.130 0.062

Model iii:
Formula: C2H2N4O2
Source: the Open Molecules 2025 dataset
Level of theory: ωB97M-V/def2-TZVPD

**SMILES string**: O=Cn1nnnc1O
**Gap between HOMO and LUMO**: 0.3779 hartree

Cartesian coordinates (Å):
1 C -0.686 0.186 -0.503
2 C 0.981 -1.031 0.942
3 H -1.662 -0.564 -1.798
4 H 0.445 -1.534 1.741
5 N -0.911 1.443 -0.838
6 N -0.004 2.194 -0.169
7 N 0.812 1.437 0.421
8 N 0.313 0.142 0.421
9 O -1.381 -0.828 -0.913
10 O 2.093 -1.446 0.696

Results of the Löwdin charge analysis, in e, for atoms 1 through 6: -0.467 -0.183 0.139 0.136 0.073 -0.021

Short version: model i is the least stable of them.

Model i:
Formula: C2H7S2
Source: the Open Molecules 2025 dataset
Level of theory: ωB97M-V/def2-TZVPD

**Gap between HOMO and LUMO**: 0.2127 hartree
**Total charge**: -1

Cartesian coordinates (Å):
1 S -3.266 -0.419 0.851
2 H -3.312 -1.239 -0.214
3 C 1.351 0.201 1.398
4 S 0.916 -0.650 -0.178
5 C 0.065 0.154 -1.568
6 H 1.970 -0.469 2.002
7 H 1.974 1.115 1.285
8 H 0.399 0.411 1.931
9 H 0.488 -0.414 -2.405
10 H 0.430 1.166 -1.581
11 H -1.016 0.143 -1.521

Results of the Löwdin charge analysis, in e, for atoms 1 through 6: -0.395 -0.501 -0.437 0.673 -0.430 0.015

Model ii:
Formula: C2H7S2
Source: the Open Molecules 2025 dataset
Level of theory: ωB97M-V/def2-TZVPD

**Gap between HOMO and LUMO**: 0.2343 hartree
**Total charge**: -1

Cartesian coordinates (Å):
1 S -3.174 1.304 0.700
2 H -2.751 0.011 0.684
3 C 0.641 -0.910 -0.774
4 C 1.069 0.012 0.362
5 S 0.679 1.779 0.138
6 H 1.267 -0.726 -1.657
7 H -0.339 -0.597 -1.142
8 H 0.665 -1.974 -0.573
9 H 0.499 -0.312 1.237
10 H 2.113 -0.127 0.641
11 H -0.667 1.539 0.385

Results of the Löwdin charge analysis, in e, for atoms 1 through 6: -0.295 -0.464 -0.195 -0.664 0.580 0.056

Model iii:
Formula: C2H7S2
Source: the Open Molecules 2025 dataset
Level of theory: ωB97M-V/def2-TZVPD

**Gap between HOMO and LUMO**: 0.2226 hartree
**Total charge**: -1

Cartesian coordinates (Å):
1 S 1.199 -1.701 -1.908
2 H 2.545 -1.585 -1.922
3 C -0.925 -0.675 1.114
4 S 0.011 0.811 1.470
5 C 0.125 1.468 -0.261
6 H -0.467 -1.548 1.575
7 H -1.933 -0.590 1.533
8 H -1.027 -0.867 0.051
9 H 0.903 2.227 -0.251
10 H -0.870 1.826 -0.505
11 H 0.437 0.633 -0.898

Results of the Löwdin charge analysis, in e, for atoms 1 through 6: -0.267 -0.472 -0.484 0.654 -0.421 0.021

Short version: model i is the least stable of them.

Model i:
Formula: C2H7S2
Source: the Open Molecules 2025 dataset
Level of theory: ωB97M-V/def2-TZVPD

**Gap between HOMO and LUMO**: 0.2574 hartree
**Total charge**: -1

Cartesian coordinates (Å):
1 S -0.108 -2.308 0.143
2 H -0.985 -2.408 -0.865
3 C -1.033 1.406 1.148
4 C 0.198 1.937 0.404
5 S 0.723 0.741 -0.932
6 H -1.079 0.325 1.089
7 H -1.900 1.840 0.651
8 H -1.069 1.644 2.210
9 H 0.074 2.897 -0.093
10 H 1.087 2.056 1.027
11 H 0.364 -0.628 -0.299

Results of the Löwdin charge analysis, in e, for atoms 1 through 6: -0.025 -0.359 -0.201 -0.648 0.398 0.003

Model ii:
Formula: C2H7S2
Source: the Open Molecules 2025 dataset
Level of theory: ωB97M-V/def2-TZVPD

**Gap between HOMO and LUMO**: 0.2078 hartree
**Total charge**: -1

Cartesian coordinates (Å):
1 S 1.995 -0.096 3.100
2 H 1.813 0.073 1.784
3 C 0.391 0.330 -1.595
4 S -1.239 -0.442 -1.355
5 C -1.282 -0.317 0.439
6 H 0.382 1.293 -1.097
7 H 1.133 -0.302 -1.112
8 H 0.612 0.426 -2.654
9 H -1.549 -1.270 0.882
10 H -1.982 0.425 0.805
11 H -0.276 -0.119 0.804

Results of the Löwdin charge analysis, in e, for atoms 1 through 6: -0.385 -0.547 -0.436 0.678 -0.436 0.032

Short version: model ii is the least stable of them.

Model i:
Formula: C5H8ClNS
Source: the Open Molecules 2025 dataset
Level of theory: ωB97M-V/def2-TZVPD

**SMILES string**: C[C@@]1(CCl)CN1C=S
**Gap between HOMO and LUMO**: 0.3221 hartree

Cartesian coordinates (Å):
1 C 0.989 -0.151 1.098
2 C 0.285 0.233 -0.105
3 C 0.226 1.651 -0.506
4 C 0.305 -0.842 -1.124
5 C -1.810 -1.048 0.303
6 H 2.058 0.012 1.076
7 H 0.287 0.336 1.924
8 H 0.537 -1.257 1.254
9 H 0.080 2.147 0.408
10 H -0.639 1.772 -1.123
11 H 0.442 -0.671 -2.348
12 H 0.751 -1.743 -0.743
13 H -2.028 -1.974 -0.210
14 N -0.935 -0.291 -0.518
15 S -2.236 -0.595 1.849
16 Cl 1.690 2.421 -1.235

Results of the Löwdin charge analysis, in e, for atoms 1 through 6: -0.047 -0.697 -0.501 -0.035 -0.603 0.093

Model ii:
Formula: C5H8ClNS
Source: the Open Molecules 2025 dataset
Level of theory: ωB97M-V/def2-TZVPD

**SMILES string**: C/C=C(/CCl)NC=S
**Gap between HOMO and LUMO**: 0.3294 hartree

Cartesian coordinates (Å):
1 C -0.746 1.910 -0.403
2 C 0.511 1.097 -0.113
3 C 0.570 -0.165 0.288
4 C 1.901 -0.874 0.609
5 C -1.614 -1.121 -0.394
6 H -1.649 1.476 0.020
7 H -0.705 2.914 0.035
8 H -0.837 1.995 -1.527
9 H 1.393 1.590 -0.512
10 H 1.929 -1.320 1.659
11 H 2.783 -0.211 0.582
12 H -0.535 -1.644 1.200
13 H -1.554 -0.576 -1.349
14 N -0.607 -0.893 0.514
15 S -2.965 -1.993 -0.061
16 Cl 2.123 -2.184 -0.547

Results of the Löwdin charge analysis, in e, for atoms 1 through 6: -0.090 -0.097 -0.387 -0.549 -0.724 0.060

Short version: model i is the least stable of them.